No. 1
# C52H42CdCl2N5O3SSi

C52H42CdCl2N5O3SSi as an isolated structure in a non-equilibrium geometry (ωB97M-V with the def2-TZVPD basis set, the OMol25 dataset).

```
! wB97M-V def2-TZVPD RIJCOSX def2/J DEFGRID3
* xyz -1 1
Cd -0.06 0.12 0.23
Cl 4.20 -0.43 -3.38
Cl 2.63 3.44 -6.72
S -0.17 -1.77 -2.28
Si 2.05 0.00 1.61
O 0.09 -2.41 -0.96
O 1.58 0.05 -2.08
O -0.88 1.29 -1.97
N -2.49 -0.25 0.12
N -1.07 -1.58 2.31
N -8.87 4.44 4.38
N -1.36 -2.64 1.56
N -1.03 2.18 0.99
C -3.50 0.44 0.74
C -4.06 -5.58 -5.09
C -3.37 1.61 1.48
C -2.33 -5.10 -3.34
C -6.05 2.42 4.01
C 1.17 -2.41 -3.37
C 2.63 -3.69 4.51
C -6.84 3.32 3.29
C 1.81 -2.79 2.45
C 3.00 0.73 -3.84
C 3.89 0.02 0.99
C -1.45 -4.25 -2.69
C 4.88 0.78 1.61
C 1.79 0.79 -3.06
C -0.26 3.20 1.28
C -5.39 3.06 1.39
C -0.41 1.96 -2.86
C 4.29 -0.85 -0.02
C -7.96 3.93 3.89
C -0.89 4.12 2.16
C -3.13 -3.28 -4.67
C -3.06 -1.25 -0.52
C 2.00 1.42 2.91
C -2.27 -3.43 2.14
C 1.36 2.25 5.08
C 1.96 -3.86 3.31
C -1.80 -1.70 3.40
C 3.26 1.52 -4.93
C -6.51 3.63 1.97
C 5.62 -0.96 -0.39
C 3.01 -1.39 3.96
C 0.85 1.78 -3.53
C -2.59 -2.86 3.35
C -3.16 -4.63 -4.35
C -2.22 2.39 1.64
C 1.91 3.49 4.80
C -2.25 -2.42 -4.03
C 2.30 -1.53 2.76
C -2.14 3.61 2.39
C 3.16 -2.45 4.83
C 6.20 0.69 1.23
C 1.14 2.60 -4.63
C 2.31 2.46 -5.32
C -4.46 -1.26 -0.35
C 1.40 1.24 4.15
C -4.59 2.17 2.11
C -4.94 1.85 3.42
C 2.51 2.69 2.62
C 6.58 -0.19 0.24
C -4.75 -0.20 0.46
C -1.39 -2.91 -3.06
C 2.48 3.71 3.55
H 2.96 2.86 1.65
H -4.62 -6.21 -4.40
H -2.64 -4.32 1.67
H -0.81 -4.60 -1.90
H 2.09 -2.17 -2.86
H -2.92 4.02 3.01
H -5.15 -1.98 -0.77
H -6.32 2.18 5.03
H 1.29 -2.93 1.51
H 0.90 2.08 6.05
H 2.75 -4.52 5.20
H 3.54 -1.44 -0.53
H -1.74 -0.96 4.17
H 0.96 0.28 4.37
H -3.80 -2.90 -5.42
H -2.49 -1.95 -1.11
H 7.62 -0.27 -0.05
H 0.41 3.33 -4.94
H 1.11 -1.87 -4.31
H 3.43 -0.43 4.21
H -7.12 4.32 1.41
H -5.12 3.29 0.38
H 6.94 1.31 1.72
H 4.60 1.44 2.42
H -0.99 2.83 -3.27
H -0.46 5.02 2.54
H -3.28 -3.22 4.09
H 1.07 -3.48 -3.53
H -3.46 -6.24 -5.72
H 1.90 4.28 5.53
H 5.91 -1.64 -1.18
H -5.71 0.13 0.81
H 3.69 -2.31 5.76
H -4.33 1.15 3.97
H 1.56 -4.84 3.06
H 0.72 3.30 0.85
H -0.93 -2.71 0.64
H 4.19 1.42 -5.47
H -4.76 -5.05 -5.72
H -2.23 -1.37 -4.26
H 2.89 4.68 3.30
H -2.37 -6.15 -3.06
*
```

Values from the calculation:
DFT total energy: -4282.124609 hartree

=====

No. 2
# C52H43FO10P2PdS2

C52H43FO10P2PdS2 as an isolated structure in a non-equilibrium geometry (ωB97M-V with the def2-TZVPD basis set, the OMol25 dataset).

```
! wB97M-V def2-TZVPD RIJCOSX def2/J DEFGRID3
* xyz 0 1
Pd 0.92 -0.79 1.53
S -2.25 -0.39 -5.54
S 0.49 0.00 -6.41
P -1.15 0.18 1.46
P 2.55 0.61 2.21
F -0.88 1.74 -5.00
O -3.31 0.48 -5.09
O 2.21 1.41 3.58
O -1.35 1.80 1.31
O 3.09 1.85 1.32
O 1.34 1.14 -6.68
O -1.94 -0.23 2.84
O 1.02 -1.31 -6.16
O 3.93 -0.16 2.59
O -2.24 -1.80 -5.21
O -2.18 -0.33 0.30
C -2.85 2.74 -1.92
C -0.40 0.25 5.84
C -5.23 -3.12 0.39
C -3.14 3.32 0.80
C -5.95 -0.29 3.89
C 4.94 3.34 1.82
C -0.69 0.40 -5.10
C 2.62 4.10 2.03
C 0.83 -1.15 -2.40
C -3.92 3.52 -1.48
C 2.28 -0.33 5.25
C 6.14 -1.00 2.44
C -5.54 -1.77 0.23
C -0.74 -0.09 -7.74
C -3.88 -1.46 3.50
C -3.06 -0.48 -8.23
C -3.97 0.97 3.31
C 0.58 -1.94 -1.25
C 1.63 0.76 4.69
C 0.20 -0.91 6.34
C 3.08 5.34 2.47
C 3.86 -3.43 -0.23
C -4.52 -0.83 0.14
C -5.23 -1.48 3.82
C -2.76 -0.45 -9.60
C -5.33 0.93 3.64
C -1.93 2.23 -1.01
C -0.43 0.00 -9.09
C 2.24 -3.90 1.51
C 3.56 3.11 1.74
C 7.28 -1.08 0.31
C 1.54 -1.18 6.07
C 4.45 5.58 2.62
C 4.99 -0.29 0.40
C 3.51 -4.07 0.97
C 5.02 -0.48 1.78
C 1.57 -2.59 -0.48
C -3.21 -1.28 0.30
C -1.45 -0.21 -10.03
C -4.06 3.82 -0.13
C 1.28 -3.06 0.86
C 0.33 1.13 5.04
C -2.87 -2.62 0.39
C 7.27 -1.30 1.68
C -0.11 -0.91 -3.36
C -3.91 -3.55 0.43
C 2.92 -2.71 -0.94
C 5.37 4.59 2.28
C -3.29 -0.24 3.19
C 6.14 -0.58 -0.33
C -2.14 2.47 0.35
C -2.04 -0.28 -7.32
H 1.83 -0.70 -2.46
H -1.21 -0.17 -11.09
H -3.22 3.58 1.86
H -3.44 1.91 3.15
H -1.82 -2.90 0.44
H 4.79 6.55 2.97
H 0.23 -3.15 1.17
H 0.59 0.23 -9.38
H -2.74 2.49 -2.98
H -4.65 3.89 -2.21
H -6.58 -1.44 0.18
H -6.04 -3.86 0.45
H 6.10 -1.14 3.52
H 4.87 -3.52 -0.63
H -3.56 -0.61 -10.32
H -4.71 0.23 -0.02
H 1.97 -4.44 2.41
H 3.32 -0.52 5.01
H 5.65 2.56 1.53
H 4.25 -4.71 1.45
H 2.34 6.12 2.70
H 1.56 3.88 1.91
H -1.44 0.47 6.07
H 2.03 -2.05 6.49
H 8.15 -1.70 2.19
H -0.12 2.03 4.62
H -5.89 1.86 3.71
H 4.08 0.07 -0.09
H -5.71 -2.44 4.01
H -0.68 -1.75 -3.75
H 6.44 4.78 2.38
H -7.01 -0.32 4.16
H 8.17 -1.32 -0.29
H -4.05 -0.66 -7.83
H 3.17 -2.21 -1.88
H -0.38 -1.60 6.96
H 6.14 -0.40 -1.41
H -0.47 -2.07 -0.96
H -0.27 0.15 -3.81
H -1.07 1.65 -1.34
H -4.89 4.43 0.21
H -3.66 -4.61 0.51
H -3.27 -2.37 3.43
*
```

Values from the calculation:
DFT total energy: -4466.402657 hartree

=====

Taking the records one at a time from the top gives lowest unoccupied orbital energy values of 1.931 -1.942 eV.
Taking the records one at a time from the top gives ΔE to the lowest compared entry with this formula, charge and spin values of 198.9 0.0 kJ/mol.
Taking the records one at a time from the top gives gap between HOMO and LUMO values of 6.83 4.81 eV.